# C19H14Cl3FNO5S

A 2-piece molecular cluster, C19H14Cl3FNO5S overall in a non-equilibrium geometry (ωB97M-V with the def2-TZVPD basis set, the OMol25 dataset).

Each line ends with the Mulliken charge.
Cartesian coordinates (Å):
C1 3.5167 -2.1632 3.3992  -1.23
C2 2.1036 -1.6558 3.2949  -0.20
O1 1.7630 -1.7779 1.8877  -0.23
C3 0.4935 -1.3931 1.6949  0.02
C4 -0.1054 -2.0244 0.4109  0.78
F1 -1.1730 -1.2845 0.0331  -0.26
S1 1.1078 -2.2772 -1.0544  1.29
C5 -0.0500 -2.5571 -2.4113  0.29
C6 -0.6280 -3.8172 -2.6167  -0.30
C7 -1.5494 -3.9931 -3.6601  -0.64
C8 -1.8700 -2.9202 -4.4952  -0.31
C9 -1.2888 -1.6670 -4.2898  -0.54
C10 -0.3706 -1.4836 -3.2493  -0.43
O2 1.8077 -1.0339 -1.2794  -0.67
O3 1.8292 -3.4986 -0.8443  -0.60
O4 -0.1814 -0.7316 2.4450  -0.56
H1 3.8668 -2.1362 4.4344  0.39
H2 3.5676 -3.1886 3.0370  0.32
H3 4.1907 -1.5596 2.7907  0.31
H4 1.3998 -2.2684 3.8706  0.33
H5 2.0277 -0.6152 3.6284  0.29
H6 -0.3498 -4.6524 -1.9690  0.38
H7 -2.0159 -4.9724 -3.8095  0.38
H8 -2.5831 -3.0574 -5.3004  0.37
H9 -1.5429 -0.8172 -4.9304  0.35
H10 0.1053 -0.5158 -3.0804  0.38
Cl1 -0.5421 -3.5986 0.9985  0.02
C11 -2.3075 -6.7001 1.8510  -0.31
Cl2 -1.4809 -6.8020 0.3647  -0.19
C12 -1.5345 -6.9478 3.0976  0.53
O5 -0.3387 -6.7342 3.2122  -0.71
C13 -2.4432 -7.4445 4.2150  -0.04
C14 -3.8549 -7.1482 4.1827  0.65
C15 -4.7160 -7.8748 5.0567  -0.60
C16 -4.1585 -8.8497 5.8783  -0.45
C17 -2.7520 -9.0168 5.8720  -0.29
N1 -1.9346 -8.3139 5.0801  -0.55
C18 -4.2863 -6.2459 3.1389  0.26
Cl3 -5.8676 -5.5814 3.2034  -0.33
C19 -3.4345 -5.9359 2.0678  -0.33
H11 -5.8013 -7.7535 5.0117  0.31
H12 -4.7455 -9.5259 6.4936  0.35
H13 -2.2917 -9.7954 6.4878  0.35
H14 -3.7510 -5.2182 1.2964  0.38

Its HOMO energy is -0.1129 Ha. The calculation puts the gap between HOMO and LUMO at 0.194 Eh. The charge is -1. The electronic energy comes out at -82777.6244 eV.


# C19H28CdF5O3Te

C19H28CdF5O3Te as an isolated structure in a non-equilibrium geometry (ωB97M-V with the def2-TZVPD basis set, the OMol25 dataset).

Each line ends with the Mulliken charge.
Cartesian coordinates (Å):
O1 -3.1134 4.7163 -2.5566  -0.41
C1 -4.5182 5.0676 -2.9818  -0.35
C2 -4.0460 5.8389 -4.2317  -0.87
H1 -5.1056 5.7423 -2.3117  0.24
H2 -5.0353 4.1053 -3.1738  0.16
C3 -2.6261 5.5380 -3.6701  1.86
H3 -4.2977 6.8998 -4.1820  0.31
H4 -4.3759 5.3609 -5.1690  0.31
C4 -2.0279 6.8280 -3.0949  -1.78
H5 -2.6488 7.1862 -2.2558  0.36
H6 -2.0041 7.6357 -3.8435  0.39
H7 -0.9841 6.6453 -2.8051  0.40
C5 -1.6692 4.8754 -4.6325  -1.62
H8 -2.0015 3.9161 -5.0342  0.16
H9 -0.6638 4.8223 -4.2097  0.39
H10 -1.5664 5.5472 -5.4833  0.47
Cd1 -0.8677 3.4615 0.7420  0.42
C6 0.9882 -2.3765 -1.2347  -0.21
C7 -0.3946 -2.5290 -0.9646  -0.70
C8 -1.1268 -1.9461 -2.0413  -0.22
H11 -0.8328 -2.9298 -0.0604  0.45
C9 -0.1869 -1.4686 -3.0053  -0.38
C10 1.1330 -1.7222 -2.5017  -0.65
H12 2.0701 -1.4116 -2.9864  0.38
H13 1.7935 -2.6572 -0.5518  0.41
H14 -2.2031 -1.8241 -2.0687  0.44
H15 -0.4324 -0.9727 -3.9481  0.43
C11 1.9479 1.7530 1.4722  -0.47
C12 1.6086 1.3906 0.1387  0.50
C13 1.3790 2.5583 -0.6317  -0.53
H16 1.6609 0.3812 -0.2934  0.23
C14 1.4393 3.6925 0.2633  -1.43
C15 1.9555 3.1585 1.5280  -0.61
H17 2.3975 3.7487 2.3479  0.37
H18 2.2900 1.0265 2.2231  0.41
H19 1.3149 2.5585 -1.7433  0.34
H20 1.4362 4.7298 -0.0830  0.66
O2 -2.1828 0.5514 -1.7702  -0.10
C16 -1.6470 1.3414 -2.8473  -0.22
C17 -2.5075 0.9931 -4.0739  -0.30
H21 -0.5719 1.1027 -2.9050  0.20
H22 -1.8155 2.4245 -2.6020  0.07
C18 -3.9162 0.8800 -3.3979  -0.42
H23 -2.1570 0.0368 -4.5054  0.19
H24 -2.4355 1.7644 -4.8331  0.23
C19 -3.6020 0.5460 -1.9117  -0.52
H25 -4.5705 0.0875 -3.7863  0.37
H26 -4.4953 1.8053 -3.5704  -0.05
H27 -3.9345 -0.4817 -1.6419  0.28
H28 -3.9951 1.2658 -1.1798  0.23
F1 -3.0690 0.0747 2.7369  -0.46
Te1 -1.2590 -0.1443 2.1289  2.06
F2 -1.7904 -1.8900 1.4892  -0.44
F3 -0.9436 -1.0347 3.7765  -0.41
F4 -0.6234 1.3963 3.1351  -0.50
F5 0.5238 -0.6680 1.6170  -0.46
O3 -1.2234 0.9809 0.6595  -0.59

Its HOMO energy (alpha / beta) is -0.1512 / -0.1243 Ha. The calculation puts the gap between HOMO and LUMO (alpha / beta) at 0.221 / 0.171 Eh. The charge is -1. The energy above the lowest of the compared OMol25 structures with the same formula, charge and spin comes out at 167.85 kJ/mol. The electronic energy comes out at -51740.3611 eV.


# C5H9NO

One molecule with the formula C5H9NO (ωB97M-V with the def2-TZVPD basis set, the OMol25 dataset).

Each line ends with the Mulliken charge.
Cartesian coordinates (Å):
C1 1.3223 0.7035 -0.0095  -1.61
C2 0.0552 -0.1250 0.1892  1.45
C3 0.4508 -1.3230 1.0681  -1.40
C4 -1.1502 0.9827 0.1439  -0.70
N1 -1.3510 0.5305 -1.2253  -0.13
C5 -0.6408 -0.6209 -1.0770  0.04
O1 -0.7239 -1.6962 -1.6184  -0.62
H1 2.1786 0.0917 -0.3052  0.40
H2 1.5670 1.1653 0.9544  0.36
H3 1.1732 1.5063 -0.7326  0.40
H4 0.8420 -1.0892 2.0622  0.36
H5 1.3013 -1.7365 0.4997  0.34
H6 -0.2835 -2.1329 1.1280  0.35
H7 -2.0003 0.7712 0.7945  0.27
H8 -0.9662 2.0661 0.1952  0.31
H9 -1.7745 0.9064 -2.0674  0.19

Its HOMO energy is -0.3541 Ha. The calculation puts the gap between HOMO and LUMO at 0.386 Eh. The energy above the lowest of the compared OMol25 structures with the same formula, charge and spin comes out at 151.41 kJ/mol. The electronic energy comes out at -8867.6433 eV.


# CH6O2

A 2-piece molecular cluster, CH6O2 overall in a non-equilibrium geometry (ωB97M-V with the def2-TZVPD basis set, the OMol25 dataset).

Each line ends with the Mulliken charge.
Cartesian coordinates (Å):
O1 1.6950 -0.4784 0.1573  -0.31
O2 2.8921 0.2599 -0.0563  -0.35
H1 1.7778 -1.1809 -0.4312  0.31
H2 2.4952 1.1248 0.3136  0.35
C1 -1.7699 0.0785 0.0171  -0.92
H3 -1.0035 -0.6529 -0.1627  0.18
H4 -1.3574 0.9610 -0.3664  0.24
H5 -2.0024 0.0013 1.0693  0.24
H6 -2.7270 -0.1132 -0.5405  0.26

Its HOMO energy is -0.3722 Ha. The calculation puts the gap between HOMO and LUMO at 0.408 Eh. The energy above the lowest of the compared OMol25 structures with the same formula, charge and spin comes out at 287.62 kJ/mol. The electronic energy comes out at -5225.9097 eV.